No. 1
Density functional theory data (wB97M-V/def2-TZVPD) for a cluster of 8 separate species, C34H45N3O20 in total at a distorted geometry.

Its total energy is -2991.573283 Ha. Its LUMO energy is -1.821 eV. For the gap between HOMO and LUMO, the calculation gives 7.50 eV.

```
102
Properties=species:S:1:pos:R:3:forces:R:3
N 0.874 -0.225 0.383 -0.28 -0.11 -0.60
H 0.692 -0.721 1.296 -0.02 0.10 -0.25
H -0.004 0.046 -0.103 -0.21 -0.21 0.76
H 1.346 -0.794 -0.323 0.43 0.11 0.26
H 1.426 0.619 0.582 0.06 -0.05 -0.32
C 4.585 1.806 1.251 0.46 0.78 -0.05
C 3.109 1.837 0.944 -0.30 0.24 0.28
O 2.283 2.028 1.881 0.01 -0.10 0.20
O 2.731 1.739 -0.252 0.06 0.09 -0.51
H 5.201 1.231 0.563 -0.32 -0.21 -0.10
H 4.860 1.589 2.281 -0.37 -0.19 0.03
H 4.882 2.849 1.088 0.14 -0.02 0.03
C -1.081 -0.583 -2.473 0.74 0.06 -1.52
C -2.272 -0.131 -1.675 -1.51 -0.85 -0.41
C -3.463 -1.108 -1.793 0.99 -1.08 -0.07
O -4.613 -0.727 -1.090 -0.29 0.08 0.44
C -5.233 0.438 -1.561 -0.70 1.24 0.35
N -1.925 0.007 -0.257 -0.53 0.86 0.07
H -1.246 -0.553 -3.557 -0.60 -0.06 0.12
H -0.690 -1.590 -2.291 -0.41 -0.08 0.53
H -0.211 0.074 -2.427 -0.27 0.23 0.64
H -2.796 0.712 -2.143 1.13 0.83 0.34
H -3.166 -2.071 -1.361 -0.09 -0.02 0.01
H -3.683 -1.300 -2.850 -0.05 0.20 -0.07
H -5.340 0.446 -2.647 0.23 0.06 -0.10
H -4.799 1.371 -1.178 0.83 -0.17 -0.46
H -6.232 0.602 -1.141 -0.11 -1.07 0.00
H -2.689 -0.394 0.285 0.13 -0.06 0.06
H -1.978 0.996 -0.012 0.11 0.01 0.03
C 1.695 -1.778 5.143 -0.12 0.91 1.13
C 1.961 -1.468 3.680 -0.30 -0.07 -0.05
C 2.620 -2.643 2.980 -0.64 0.60 -0.76
O 3.928 -2.840 3.444 -0.17 0.04 -0.03
C 4.171 -4.122 3.952 0.15 -1.06 -0.59
N 0.660 -1.210 2.995 -0.13 -0.89 1.01
H 1.317 -0.863 5.617 -0.28 -0.11 -0.07
H 2.516 -2.037 5.815 0.46 -0.15 -0.65
H 0.941 -2.556 5.295 -0.05 -0.02 -0.34
H 2.509 -0.535 3.533 0.46 -0.25 0.25
H 2.568 -2.445 1.902 0.62 0.09 -0.11
H 1.944 -3.506 3.063 0.33 -0.30 0.53
H 3.365 -4.467 4.606 0.25 0.20 0.37
H 5.162 -4.158 4.403 -0.22 0.34 0.43
H 4.239 -4.888 3.162 -0.19 0.25 -0.20
H 0.180 -0.531 3.586 0.04 0.29 -0.36
H 0.125 -2.054 3.216 -0.26 0.08 -0.43
C -0.037 3.822 -5.219 0.39 0.52 -0.29
C 1.050 4.619 -5.251 0.49 0.03 0.36
C 1.921 4.832 -4.026 0.22 -0.90 0.60
O 2.915 5.528 -4.031 -0.23 0.37 -0.87
C 1.546 4.081 -2.850 -1.19 -0.05 0.45
C 0.546 3.178 -2.879 0.94 0.23 1.37
C -0.338 2.976 -4.052 -0.33 0.41 -0.80
O -1.280 2.217 -4.001 0.05 -0.07 -0.07
O 0.225 2.453 -1.801 -0.92 -0.23 -0.22
O 1.451 5.308 -6.320 -0.27 -0.25 -0.31
H -0.685 3.839 -6.084 -0.10 -0.46 0.03
H 1.913 4.352 -1.868 0.71 -0.08 -0.22
H 0.615 2.768 -0.972 0.52 -0.04 -0.26
H 2.383 5.552 -6.198 -0.11 0.28 0.27
C 1.568 -0.404 -4.524 -0.89 -0.76 -0.93
C 1.835 -0.001 -5.775 -0.54 -0.13 -0.20
C 2.976 0.884 -6.055 2.22 2.23 1.24
O 3.202 1.408 -7.130 -0.91 -0.78 -0.59
C 3.780 1.334 -4.895 -0.39 -0.73 0.95
C 3.485 0.941 -3.635 0.21 0.37 -0.68
C 2.401 -0.079 -3.393 0.55 0.34 0.51
O 2.260 -0.552 -2.278 -0.15 -0.01 -0.23
O 4.130 1.446 -2.586 -0.63 -0.18 -0.37
O 1.075 -0.292 -6.842 -0.17 0.18 0.41
H 0.682 -1.007 -4.371 0.17 -0.06 0.15
H 4.562 2.079 -4.946 -0.04 0.02 -0.71
H 3.483 1.487 -1.842 0.44 -0.15 0.91
H 1.232 0.414 -7.494 0.27 -0.31 -0.14
C -3.258 2.345 3.820 -0.52 0.20 0.13
C -2.648 1.994 4.962 -0.67 -0.27 0.57
C -1.170 1.737 5.081 0.04 0.06 -1.96
O -0.629 1.338 6.083 -0.37 -0.05 0.62
C -0.477 2.007 3.815 0.16 0.75 0.97
C -1.126 2.381 2.706 2.38 0.71 -2.03
C -2.582 2.442 2.519 -1.29 -0.56 1.59
O -3.197 2.496 1.479 0.63 0.15 -0.26
O -0.429 2.833 1.636 -0.92 -0.20 0.18
O -3.382 1.811 6.077 0.20 -0.20 -0.07
H -4.329 2.505 3.836 -0.01 -0.15 -0.07
H 0.569 2.294 3.858 0.19 -0.71 0.05
H 0.536 2.769 1.784 0.52 -0.39 0.07
H -2.860 1.288 6.705 0.15 0.29 0.07
C -1.939 -3.584 1.210 1.11 -0.29 0.48
C -2.502 -3.622 2.433 -0.61 -0.39 -0.10
C -3.870 -4.246 2.670 0.79 0.45 -0.97
O -4.401 -4.111 3.748 0.05 -0.21 0.20
C -4.442 -4.848 1.484 -1.10 -0.21 0.32
C -3.838 -4.872 0.290 0.25 -0.81 -0.43
C -2.424 -4.388 0.072 -1.05 1.70 1.66
O -1.873 -4.521 -0.986 0.29 -0.38 -0.60
O -4.429 -5.404 -0.778 -0.20 0.05 0.04
O -1.939 -3.071 3.503 0.70 0.36 0.00
H -0.976 -3.089 1.151 0.01 -0.06 -0.35
H -5.459 -5.207 1.585 0.04 -0.09 -0.10
H -3.854 -5.312 -1.554 0.23 0.04 0.12
H -2.438 -3.238 4.317 -0.52 -0.13 -0.29
```
Forces are in eV/Å.


No. 2
Density functional theory data (wB97M-V/def2-TZVPD) for a cluster of 5 separate species, C34H45NO3Si in total at a distorted geometry.

Its total energy is -1892.330409 Ha. Its LUMO energy is 0.414 eV. For the gap between HOMO and LUMO, the calculation gives 9.71 eV.

```
84
Properties=species:S:1:pos:R:3:forces:R:3
C -6.604 -1.267 2.756 -0.69 0.62 -0.46
C -6.219 -1.856 1.273 0.91 0.74 -0.01
C -4.870 -2.833 1.283 -0.88 0.37 -0.04
C -3.621 -1.974 0.659 -1.70 -0.29 -1.17
N -2.306 -2.717 0.576 -1.47 -0.27 2.33
C -1.900 -3.351 1.887 4.01 0.81 -1.73
O -2.423 -4.686 2.254 -0.38 2.11 4.77
C -2.349 -4.620 3.751 -2.14 -3.62 3.32
O -3.014 -5.435 4.601 4.91 5.81 -6.24
O -1.395 -3.544 4.180 -3.08 -2.15 -2.02
C -1.767 -2.432 3.244 -1.79 -1.35 0.19
Si -0.577 -0.907 3.233 1.03 1.53 0.15
C -0.062 -0.333 5.039 0.43 -0.07 0.97
C 1.071 -1.176 2.275 0.96 0.45 -0.52
C -1.572 0.574 2.416 -1.05 -0.69 -0.23
H -6.160 -1.921 3.626 -1.10 1.25 -1.72
H -7.794 -1.198 2.786 2.65 -0.28 0.35
H -6.233 -0.142 2.886 -0.61 -2.53 -0.26
H -7.154 -2.372 0.769 2.09 0.98 1.10
H -5.902 -0.914 0.615 -0.98 -2.05 1.17
H -5.134 -3.751 0.607 0.86 1.57 1.30
H -4.642 -3.214 2.390 -0.49 0.81 -2.48
H -3.581 -0.949 1.221 0.41 -2.03 -0.93
H -3.926 -1.715 -0.466 0.65 -0.46 2.44
H -2.284 -3.391 -0.226 -0.08 0.73 1.35
H -0.754 -3.611 1.674 -2.21 0.60 0.52
H -2.752 -2.041 3.767 1.39 -0.61 -1.68
H -0.211 -1.216 5.826 0.22 2.13 -1.51
H 1.092 -0.043 5.056 -2.47 -0.68 -0.12
H -0.652 0.645 5.335 1.04 -2.13 -0.35
H 1.929 -0.560 2.825 -1.79 -1.44 -1.13
H 1.370 -2.308 2.242 -0.38 2.20 -0.20
H 0.966 -0.679 1.204 0.33 -1.40 2.07
H -1.527 0.430 1.251 -0.02 0.64 2.19
H -1.210 1.625 2.791 -0.77 -2.09 -0.92
H -2.704 0.369 2.722 2.25 0.87 -0.55
C 4.183 0.110 -2.503 -0.14 -0.08 0.04
C 2.927 0.669 -2.736 0.02 -0.18 0.05
C 1.783 0.046 -2.237 0.14 -0.08 0.03
C 1.895 -1.138 -1.509 0.14 0.11 -0.10
C 3.151 -1.701 -1.283 0.00 0.14 -0.05
C 4.295 -1.077 -1.778 -0.16 0.09 -0.02
H 5.075 0.599 -2.885 -0.12 -0.06 0.05
H 2.840 1.590 -3.306 0.01 -0.14 0.07
H 0.804 0.484 -2.417 0.14 -0.05 0.03
H 1.004 -1.622 -1.118 0.10 0.05 -0.06
H 3.237 -2.627 -0.720 -0.02 0.15 -0.08
H 5.274 -1.515 -1.601 -0.14 0.07 -0.02
C 3.364 3.884 2.227 -0.03 -0.02 -0.18
C 3.381 2.594 1.698 -0.02 0.17 -0.09
C 3.219 2.399 0.326 -0.01 0.09 0.04
C 3.036 3.496 -0.517 -0.02 0.02 0.26
C 3.011 4.785 0.013 0.00 -0.10 0.10
C 3.176 4.980 1.384 0.01 -0.17 -0.06
H 3.497 4.036 3.294 -0.02 -0.02 -0.14
H 3.520 1.739 2.355 0.00 0.11 -0.10
H 3.235 1.394 -0.086 0.00 0.13 0.05
H 2.913 3.344 -1.585 0.01 0.01 0.15
H 2.862 5.640 -0.643 0.05 -0.13 0.10
H 3.158 5.986 1.797 0.01 -0.14 -0.07
C 8.287 5.990 -1.948 -0.16 -0.11 -0.06
C 8.050 6.061 -3.320 -0.10 -0.07 0.09
C 6.963 5.387 -3.877 0.01 -0.02 0.17
C 6.114 4.639 -3.061 0.21 0.12 0.09
C 6.357 4.561 -1.689 0.08 0.03 -0.04
C 7.441 5.237 -1.132 0.00 0.04 -0.22
H 9.130 6.520 -1.514 -0.11 -0.08 -0.06
H 8.712 6.642 -3.957 -0.11 -0.08 0.10
H 6.776 5.445 -4.946 0.03 0.00 0.15
H 5.266 4.116 -3.493 0.09 0.05 0.05
H 5.699 3.972 -1.054 0.10 0.11 -0.09
H 7.629 5.178 -0.064 -0.04 0.00 -0.15
C -5.744 -4.306 -2.887 0.04 0.15 -0.06
C -6.661 -3.992 -3.890 0.14 0.09 0.02
C -6.448 -2.884 -4.709 0.14 -0.02 0.14
C -5.319 -2.086 -4.523 -0.06 -0.15 0.12
C -4.407 -2.394 -3.514 -0.11 -0.09 -0.01
C -4.618 -3.504 -2.697 -0.19 0.05 -0.19
H -5.907 -5.173 -2.253 0.02 0.12 -0.08
H -7.542 -4.612 -4.034 0.15 0.09 0.02
H -7.161 -2.642 -5.493 0.11 -0.04 0.12
H -5.151 -1.224 -5.163 -0.02 -0.12 0.09
H -3.530 -1.769 -3.365 -0.12 -0.09 -0.03
H -3.906 -3.746 -1.912 -0.10 -0.01 -0.11
```
Forces are in eV/Å.